{
  "formula": "C22H66O11",
  "method": "ωB97M-V with the def2-TZVPD basis set",
  "species": ["C", "C", "O", "H", "H", "H", "H", "H", "H", "C", "C", "O", "H", "H", "H", "H", "H", "H", "C", "C", "O", "H", "H", "H", "H", "H", "H", "C", "C", "O", "H", "H", "H", "H", "H", "H", "C", "C", "O", "H", "H", "H", "H", "H", "H", "C", "C", "O", "H", "H", "H", "H", "H", "H", "C", "C", "O", "H", "H", "H", "H", "H", "H", "C", "C", "O", "H", "H", "H", "H", "H", "H", "C", "C", "O", "H", "H", "H", "H", "H", "H", "C", "C", "O", "H", "H", "H", "H", "H", "H", "C", "C", "O", "H", "H", "H", "H", "H", "H"],
  "xyz": [[-0.4071, -4.4130, -3.4583], [-0.2806, -2.9393, -3.7799], [-1.3283, -2.2262, -3.1120], [0.2392, -5.1230, -3.9745], [-1.3913, -4.6929, -3.8338], [-0.4495, -4.5287, -2.3753], [-0.3622, -2.7667, -4.8530], [0.6987, -2.5383, -3.5186], [-1.3001, -1.2810, -3.2772], [-3.2046, 0.0369, 0.3811], [-3.8468, 0.3649, -0.9497], [-3.2781, 1.4955, -1.5810], [-4.0546, -0.3850, 0.9173], [-2.9529, 0.9109, 0.9818], [-2.3288, -0.6075, 0.4584], [-4.9353, 0.4014, -0.9064], [-3.5407, -0.4160, -1.6459], [-3.8887, 2.2099, -1.7770], [-1.9369, -5.3730, -0.4618], [-2.2071, -3.8876, -0.2438], [-3.2463, -3.5061, -1.1771], [-0.8902, -5.5963, -0.2553], [-2.4199, -5.7014, -1.3821], [-2.4001, -5.9874, 0.3103], [-1.3269, -3.2484, -0.3126], [-2.5995, -3.6595, 0.7472], [-2.7109, -3.2794, -1.9410], [4.3280, -0.0591, -2.5250], [3.4866, -0.3765, -3.7735], [4.0073, -1.5932, -4.2913], [3.7730, 0.6379, -1.8970], [5.3417, 0.2651, -2.7606], [4.4564, -0.9130, -1.8598], [3.4550, 0.4184, -4.5186], [2.4741, -0.5138, -3.3938], [4.0438, -2.0918, -3.4718], [-1.9084, 2.7843, -4.8407], [-1.2515, 1.4159, -4.3186], [-2.2237, 0.5432, -3.9904], [-2.4190, 3.4221, -4.1192], [-2.5579, 2.6199, -5.7006], [-1.1407, 3.4043, -5.3036], [-0.6725, 1.5871, -3.4112], [-0.7070, 0.9321, -5.1295], [-2.5560, 0.8191, -3.1331], [2.3158, 2.8664, 5.1827], [1.3095, 3.0875, 3.9938], [1.8637, 4.1245, 3.2184], [3.3085, 2.8081, 4.7363], [2.0796, 1.9973, 5.7966], [2.1272, 3.5874, 5.9782], [0.3926, 3.5164, 4.3981], [1.1553, 2.2092, 3.3671], [2.1897, 4.9112, 3.6615], [2.8075, -3.4876, 1.0462], [1.4757, -3.9522, 0.5280], [0.4508, -3.4476, 1.3555], [2.9317, -3.8086, 2.0804], [2.9031, -2.4036, 0.9842], [3.6250, -3.9436, 0.4877], [1.3992, -5.0388, 0.4885], [1.3012, -3.5612, -0.4744], [0.5544, -2.4935, 1.3325], [0.5464, 3.9941, -0.4364], [1.5115, 4.4237, -1.5742], [2.4963, 3.4001, -1.9523], [-0.0603, 3.1833, -0.8396], [0.0119, 4.8731, -0.0761], [1.1367, 3.8025, 0.4596], [1.8864, 5.3976, -1.2593], [0.9894, 4.7717, -2.4656], [3.1350, 3.6700, -2.6162], [-1.9548, 2.9984, 2.5192], [-3.0427, 2.5133, 3.4872], [-3.9291, 3.6140, 3.8420], [-1.2405, 2.2024, 2.3089], [-1.3627, 3.7197, 3.0824], [-2.3781, 3.4759, 1.6355], [-2.6649, 2.0884, 4.4171], [-3.5023, 1.6643, 2.9811], [-3.5800, 3.9757, 4.6599], [0.2620, -0.5194, -0.7636], [0.1548, 0.1615, 0.5344], [-0.0203, -0.9264, 1.4371], [-0.2909, -1.4588, -0.7568], [1.2666, -0.9081, -0.9303], [0.0114, 0.1896, -1.5527], [-0.7286, 0.7867, 0.6638], [1.0612, 0.7171, 0.7746], [0.0519, -0.6406, 2.3507], [2.2558, -0.5793, 4.0970], [1.0877, -0.5857, 5.1085], [0.0879, -0.1543, 4.3075], [2.3766, 0.3510, 3.5420], [2.1332, -1.3838, 3.3719], [3.1579, -0.7529, 4.6837], [1.2666, -0.0045, 6.0132], [0.8124, -1.5904, 5.4291], [-0.7141, -0.0054, 4.8136]],
  "s2": 0.750,
  "charge": -1,
  "homo_ev": [0.4, -7.4],
  "gap_ha": [0.0625, 0.3510],
  "multiplicity": 2
}

{
  "formula": "C22H66O11",
  "method": "ωB97M-V with the def2-TZVPD basis set",
  "species": ["C", "C", "O", "H", "H", "H", "H", "H", "H", "C", "C", "O", "H", "H", "H", "H", "H", "H", "C", "C", "O", "H", "H", "H", "H", "H", "H", "C", "C", "O", "H", "H", "H", "H", "H", "H", "C", "C", "O", "H", "H", "H", "H", "H", "H", "C", "C", "O", "H", "H", "H", "H", "H", "H", "C", "C", "O", "H", "H", "H", "H", "H", "H", "C", "C", "O", "H", "H", "H", "H", "H", "H", "C", "C", "O", "H", "H", "H", "H", "H", "H", "C", "C", "O", "H", "H", "H", "H", "H", "H", "C", "C", "O", "H", "H", "H", "H", "H", "H"],
  "xyz": [[-2.6513, 8.0312, -24.3314], [-2.5414, 7.5663, -22.8984], [-1.4774, 6.6070, -22.7629], [-3.0132, 7.2125, -24.9525], [-1.6895, 8.4229, -24.6670], [-3.3730, 8.8439, -24.4442], [-3.4409, 7.0113, -22.6252], [-2.3726, 8.3619, -22.1723], [-0.8720, 6.6653, -23.5144], [-0.0563, -2.4962, -22.3627], [-1.2373, -1.9531, -21.5628], [-1.2207, -0.5440, -21.7746], [-0.2319, -2.2930, -23.4180], [0.0472, -3.5715, -22.2370], [0.7983, -1.9035, -22.0411], [-1.1939, -2.1811, -20.4953], [-2.1843, -2.3543, -21.9389], [-2.0694, -0.1368, -21.5620], [-3.2290, 3.9428, -21.9243], [-2.6267, 3.2454, -23.1451], [-3.5562, 2.2938, -23.6541], [-4.2068, 4.3671, -22.1930], [-2.5881, 4.7266, -21.5246], [-3.5636, 3.2559, -21.1452], [-1.7069, 2.7528, -22.8095], [-2.3581, 4.0008, -23.8835], [-3.3781, 1.4866, -23.1568], [-3.8640, 1.0683, -27.1293], [-4.7113, 0.2481, -28.0879], [-4.3244, 0.4626, -29.4344], [-3.9998, 2.1252, -27.3663], [-2.8153, 0.8002, -27.2772], [-4.0993, 0.9589, -26.0734], [-5.7542, 0.5408, -27.9085], [-4.6459, -0.8245, -27.8670], [-4.9220, -0.0321, -29.9981], [-7.1106, 5.8829, -21.0545], [-8.0647, 7.0012, -20.6731], [-8.7056, 6.6380, -19.4502], [-6.3701, 6.2775, -21.7520], [-7.7088, 5.1006, -21.5143], [-6.5482, 5.5294, -20.1924], [-8.8584, 7.1120, -21.4223], [-7.5873, 7.9826, -20.5795], [-9.3033, 7.3119, -19.1250], [1.4602, 8.2206, -20.8361], [0.9222, 6.8715, -20.3418], [-0.4523, 6.9117, -20.0393], [1.1878, 8.9514, -20.0693], [1.0786, 8.4877, -21.8167], [2.5520, 8.2074, -20.7708], [1.4362, 6.5956, -19.4197], [1.1482, 6.1112, -21.0967], [-0.9528, 6.8543, -20.8718], [-4.4531, 3.7614, -18.4909], [-4.1174, 2.4934, -17.6908], [-3.5878, 1.5214, -18.5894], [-4.8347, 3.5956, -19.4994], [-3.5655, 4.3871, -18.5522], [-5.2863, 4.2898, -18.0217], [-5.0284, 2.1748, -17.1777], [-3.3765, 2.8124, -16.9543], [-3.2649, 0.8021, -18.0311], [1.4812, 4.1150, -24.2114], [1.7203, 5.6191, -24.2140], [0.8070, 6.2903, -25.0568], [0.4163, 3.8740, -24.2113], [1.8895, 3.6894, -23.2896], [1.9689, 3.6271, -25.0551], [2.7472, 5.7428, -24.5834], [1.7528, 5.9879, -23.1920], [1.1028, 6.2379, -25.9685], [-6.3550, 5.8223, -26.5807], [-5.3798, 4.7916, -26.0179], [-6.1819, 3.6524, -25.6769], [-7.2673, 5.7457, -25.9817], [-6.6816, 5.6125, -27.5965], [-6.0080, 6.8442, -26.4302], [-4.8586, 5.2158, -25.1585], [-4.6653, 4.4233, -26.7542], [-5.7706, 3.1504, -24.9618], [-5.2362, -1.1505, -22.5044], [-5.3980, -0.2467, -21.3083], [-4.3161, 0.6724, -21.2271], [-5.9330, -1.9902, -22.4096], [-4.2450, -1.6044, -22.5008], [-5.4618, -0.7017, -23.4707], [-5.4895, -0.8789, -20.4132], [-6.3392, 0.3191, -21.2911], [-4.2779, 1.0172, -20.3174], [-1.5653, 4.3426, -27.1623], [-0.4903, 3.3618, -27.6534], [0.1294, 3.9418, -28.7870], [-1.8268, 4.2461, -26.1027], [-2.5275, 4.2543, -27.6630], [-1.1500, 5.3514, -27.2160], [-1.0256, 2.4260, -27.8252], [0.2301, 3.2084, -26.8482], [0.2429, 3.2736, -29.4681]],
  "homo_ev": -9.7,
  "gap_ha": 0.3761,
  "smiles": "CCO.CCO.CCO.CCO.CCO.CCO.CCO.CCO.CCO.CCO.CCO"
}

In order of appearance, energy relative to the best compared isomer or geometry (same formula, charge and spin) = 2.555, 3.022 eV.
In order of appearance, largest force on an atom = 3.13, 1.81 eV/A.